Record 1
This record from the OMol25 dataset describes a 2-piece molecular cluster, C4H12NO overall. The level of theory is ωB97M-V/def2-TZVPD.

Molecular weight in g/mol: 90.15
<S²>: 0.754
LUMO energy (spin up / spin down) in eV: -10.16 / -13.85
DFT total energy in hartree: -288.8084
Charge: +2
Multiplicity: 2
Energy above the lowest of the compared OMol25 structures with the same formula, charge and spin in kcal/mol: 31.7
HOMO-LUMO gap (spin up / spin down) in eV: 9.63 / 5.94

```
18
C4H12NO, DFT ωB97M-V/def2-TZVPD
C 1.84881 1.18990 -0.00612
C 1.19353 -0.22261 0.27323
C 0.24004 -0.58070 -0.77293
C 0.51717 -1.40465 -1.86665
N -1.14116 -0.30982 -0.42030
H 1.10188 1.97812 0.09307
H 2.26183 1.17993 -1.01221
H 2.64170 1.33980 0.72233
H 0.67472 -0.27741 1.23031
H 1.96824 -0.99947 0.27931
H -0.26424 -1.96763 -2.37593
H 1.55987 -1.64146 -2.07449
H -1.35231 -0.49656 0.59182
H -1.47470 0.68369 -0.42443
H -1.94445 -0.67228 -0.94244
H -3.00280 0.21412 2.68593
H -2.31591 1.45581 2.10954
O -2.51222 0.53121 1.90998
```

---

Record 2
This record from the OMol25 dataset describes a 9-piece molecular cluster, C9H34O9 overall. The level of theory is ωB97M-V/def2-TZVPD.

Molecular weight in g/mol: 286.36
<S²>: 0.754
LUMO energy (spin up / spin down) in eV: 2.36 / 1.09
DFT total energy in hartree: -1040.2246
Charge: -1
Multiplicity: 2
HOMO-LUMO gap (spin up / spin down) in eV: 5.97 / 4.70

```
52
C9H34O9, DFT ωB97M-V/def2-TZVPD
C 29.66482 -5.68598 -20.42987
O 28.81902 -4.64806 -20.79962
H 30.70285 -5.48568 -20.69533
H 29.65647 -5.85353 -19.35286
H 29.43230 -6.64458 -20.89368
C 28.77489 -4.07329 -16.04304
O 27.71138 -3.35063 -16.57878
H 29.56802 -3.34139 -15.89016
H 28.52445 -4.33749 -15.01563
H 29.07117 -4.98997 -16.55295
C 27.13881 -1.24632 -13.44593
O 27.62158 -1.08748 -14.77189
H 27.89389 -1.78083 -12.86953
H 26.93801 -0.23836 -13.08289
H 26.22781 -1.84137 -13.38201
H 27.52709 -1.91736 -15.24514
C 27.91983 -5.41729 -12.41553
O 26.54404 -5.62360 -12.75105
H 28.59618 -5.77001 -13.19413
H 28.13406 -4.37513 -12.17861
H 28.10759 -6.07043 -11.56332
H 26.26218 -4.95571 -13.38040
C 31.63093 -2.40831 -13.58017
O 32.22934 -1.66091 -12.46533
H 31.06463 -1.61426 -14.06687
H 32.40613 -2.81236 -14.23126
H 30.94213 -3.19644 -13.27598
H 31.49641 -1.51745 -11.86214
C 32.41628 -4.58680 -17.03414
O 33.57727 -4.66735 -17.88011
H 32.57045 -5.32448 -16.24663
H 32.32805 -3.59455 -16.59169
H 31.52250 -4.85087 -17.59939
H 33.53361 -5.45530 -18.42675
C 24.81763 -5.20682 -15.59916
O 25.44278 -4.14425 -14.95869
H 23.85899 -5.42429 -15.12818
H 24.61093 -4.91168 -16.62789
H 25.45987 -6.08633 -15.64484
H 26.16023 -3.83865 -15.51857
C 29.24672 -8.26922 -17.62473
O 30.10449 -9.08797 -16.90487
H 28.88945 -7.37792 -17.10892
H 29.65643 -8.04846 -18.61037
H 28.35725 -8.88355 -17.76454
H 30.27590 -9.86768 -17.43805
C 25.98360 -6.27453 -18.57357
O 25.55693 -5.11713 -19.23595
H 26.73639 -6.14527 -17.79593
H 25.16532 -6.77882 -18.05955
H 26.32028 -7.00517 -19.30903
H 24.70503 -5.26116 -19.65444
```

---

Record 3
This record from the OMol25 dataset describes C40H63MoN5O13S4SeSi as an isolated structure. The level of theory is ωB97M-V/def2-TZVPD.

Molecular weight in g/mol: 1153.22
<S²>: 2.014
LUMO energy (spin up / spin down) in eV: -0.21 / -0.62
DFT total energy in hartree: -7166.0359
Charge: 0
Multiplicity: 3
Energy above the lowest of the compared OMol25 structures with the same formula, charge and spin in kcal/mol: 15.1
HOMO-LUMO gap (spin up / spin down) in eV: 6.63 / 6.22

```
128
C40H63MoN5O13S4SeSi, DFT ωB97M-V/def2-TZVPD
Mo -0.03670 1.19401 -0.31760
O 2.36628 2.34581 2.67896
S 2.24670 2.16575 1.25765
O 2.45513 0.81484 0.77973
O 0.93643 2.67197 0.74216
C 3.40245 3.25341 0.46661
C 4.38771 3.86255 1.22837
C 5.20041 4.82599 0.65538
C 5.04173 5.15242 -0.68488
C 4.06693 4.52993 -1.44838
C 3.22562 3.58582 -0.87217
S 1.82205 3.11900 -1.91636
O 2.31288 3.20839 -3.25808
O 0.81050 4.07727 -1.56981
O 1.41078 1.68811 -1.59531
H 4.47337 3.57844 2.26830
H 5.94089 5.33652 1.25599
H 5.66139 5.91846 -1.13129
H 3.92237 4.76787 -2.49280
O -3.07746 3.08645 -4.49804
C -3.84848 3.25382 -3.40068
C -5.10086 3.84260 -3.55486
C -5.94009 3.99260 -2.46668
C -5.53425 3.59624 -1.19873
C -4.28090 3.03505 -1.03580
C -3.43625 2.85948 -2.12664
C -2.16678 2.12283 -1.91050
O -1.23145 2.55983 -1.13254
N -2.10707 0.93661 -2.40249
N -1.01714 0.18949 -1.94446
C -0.83113 -0.73591 -2.88477
S 0.02285 -2.24923 -2.80769
C -1.02072 -3.00795 -4.12122
C -1.21184 -1.95785 -5.18009
S -1.82647 -0.49170 -4.30479
H -2.26677 2.61332 -4.26511
H -5.40387 4.15647 -4.54459
H -6.93246 4.39885 -2.61211
H -6.19589 3.70759 -0.35002
H -3.94763 2.69305 -0.06418
H -1.97570 -3.30701 -3.68600
H -0.49107 -3.88735 -4.48658
H -1.96203 -2.23348 -5.92028
H -0.27197 -1.69881 -5.66854
C 3.01924 -3.47827 -0.19311
C 3.09059 -1.95967 -0.08149
O 2.12181 -1.32593 -0.90123
H 3.66981 -3.93223 0.55724
H 3.35838 -3.80648 -1.17719
H 1.99503 -3.82593 -0.04713
H 4.07321 -1.61589 -0.40592
H 2.95370 -1.64329 0.95214
H 1.37394 -1.12049 -0.32339
C -2.92039 -1.76514 4.50440
C -2.47595 -0.59531 3.62012
C -3.70511 0.24571 3.27114
C -1.41948 0.23681 4.34426
O -1.95966 -1.13367 2.40225
Si -0.53893 -1.55146 1.71720
O -0.08975 -0.41307 0.61188
O 0.73253 -1.69727 2.69912
C 1.38072 -2.66508 3.53185
C 1.06162 -4.08701 3.08215
C 2.88147 -2.38932 3.43473
C 0.93702 -2.46415 4.98046
O -0.80128 -2.97100 0.97042
C -1.96242 -3.58397 0.39566
C -2.80351 -4.19157 1.51759
C -2.79705 -2.56880 -0.38066
C -1.45078 -4.68055 -0.53412
H -3.12209 -1.41735 5.51772
H -2.13960 -2.52361 4.53532
H -3.82479 -2.22491 4.10511
H -4.22189 0.54380 4.18424
H -4.38482 -0.34124 2.65322
H -3.41935 1.13133 2.71462
H -1.86340 0.77229 5.18372
H -0.96688 0.94884 3.65751
H -0.62720 -0.40881 4.71466
H 1.29465 -4.20135 2.02458
H -0.00065 -4.29465 3.21541
H 1.64443 -4.80366 3.66078
H 3.27378 -2.74070 2.48196
H 3.41405 -2.89270 4.24153
H 3.04968 -1.31473 3.50644
H -0.14086 -2.58930 5.07158
H 1.21270 -1.46555 5.32054
H 1.42591 -3.19681 5.62228
H -3.10397 -3.40391 2.20598
H -2.22576 -4.93785 2.06495
H -3.69301 -4.66795 1.10489
H -3.17079 -1.79658 0.29230
H -3.63607 -3.06467 -0.86864
H -2.18553 -2.08348 -1.13632
H -0.86269 -5.40272 0.03320
H -0.82143 -4.24260 -1.30592
H -2.29156 -5.19628 -0.99929
C 2.41187 -3.55491 -5.46165
N 3.43797 -2.82979 -4.75776
C 4.60805 -3.37646 -4.26935
C 5.30461 -2.37978 -3.69221
N 4.56130 -1.22612 -3.82487
C 4.89629 0.06800 -3.29123
C 3.39840 -1.49743 -4.47165
Se 2.11281 -0.30282 -4.94417
H 2.86790 -4.25753 -6.15829
H 1.81024 -2.83013 -6.00835
H 1.77344 -4.09474 -4.75965
H 4.83522 -4.42165 -4.37612
H 6.26064 -2.39088 -3.20093
H 5.73323 -0.02974 -2.60172
H 4.03102 0.45218 -2.76692
H 5.14603 0.76056 -4.09621
C -2.00457 3.81913 3.90382
C -1.92876 4.00801 2.38193
C -3.23173 4.62582 1.85195
C -0.75569 4.94222 2.02234
C -1.68079 2.72775 1.72269
N -1.38715 1.78210 1.14143
H -2.16419 4.79278 4.36549
H -1.07460 3.40305 4.29023
H -2.82794 3.15949 4.17934
H -3.37638 5.59273 2.33199
H -4.09382 3.99536 2.07374
H -3.17247 4.77686 0.77500
H -0.97997 5.93754 2.40624
H -0.61332 4.98884 0.94237
H 0.17319 4.58613 2.46263
```